Entry 1:
ORCA calculation (ωB97M-V/def2-TZVPD) on a structure of composition C15H13N3O2RbS4.

ORCA input file:
```
! RIJCOSX wB97M-V def2-TZVPD def2/J DEFGRID3
* xyz -1 1
Rb 0.03340 -0.10010 0.61380
O 6.46100 -4.77810 0.01820
C 6.83220 -3.46170 -0.00340
O 8.01650 -3.19970 -0.01190
C 5.77160 -2.46000 -0.02120
C 6.15920 -1.10900 -0.05350
C 5.24840 -0.09110 -0.07410
C 3.85550 -0.35840 -0.05420
C 3.47410 -1.71870 -0.03070
C 4.39130 -2.73500 -0.01360
N 2.85130 0.55240 -0.07960
C 3.08180 1.83660 -0.01280
C 2.07500 2.83980 -0.05530
C 2.47060 4.19620 0.01530
C 1.52460 5.18830 0.03220
C 0.17950 4.82460 -0.02660
C -0.12610 3.47340 -0.12820
N 0.76860 2.50480 -0.15250
H 5.50120 -4.86470 0.04110
H 7.21850 -0.89790 -0.06300
H 5.61240 0.92480 -0.10960
H 2.41420 -1.94510 -0.03100
H 4.01230 -3.75390 0.00290
H 4.09590 2.23000 0.10610
H 3.52410 4.43170 0.06130
H 1.81710 6.22830 0.09220
H -0.59930 5.56930 0.00560
H -1.16150 3.15240 -0.20170
S -3.63680 -0.10940 0.19730
S -3.11870 -0.81920 1.95290
S -2.02750 0.68020 3.02420
S -0.52170 -0.20570 3.92110
C -0.06690 -5.42520 0.03900
C -0.13410 -4.00380 -0.14380
N -0.16080 -2.87350 -0.30240
H 0.45300 -5.87210 -0.80820
H -1.07360 -5.83430 0.10870
H 0.47620 -5.64260 0.95820
*
```

Values from the calculation:
HOMO-LUMO gap (alpha / beta) in eV: 6.31 / 3.61
Lowest unoccupied orbital energy (alpha / beta) in eV: 1.74 / 0.96
Maximum force in eV/Å: 1.25
ΔE to the lowest compared entry with this formula, charge and spin in kJ/mol: 17.17

Atomic partial charges in e from the Mulliken method, atoms 1 to 5: Rb 0.886; O -0.513; C 0.669; O -0.626; C 0.838

Entry 2:
ORCA calculation (ωB97M-V/def2-TZVPD) on an isolated molecule of C15H13NO3S.

ORCA input file:
```
! RIJCOSX wB97M-V def2-TZVPD def2/J DEFGRID3
* xyz 0 1
O 0.54591 1.46822 -3.71830
O 2.19985 -2.16428 -5.49469
O 0.14423 0.72961 2.56685
C 1.24621 0.43232 -3.66633
C -3.78397 0.36640 4.16154
C -3.11236 -0.72330 3.52539
C -2.95251 1.51569 4.42952
C -1.85913 -0.56391 2.99793
C -1.67060 1.63342 3.89408
C -0.51895 0.46778 0.23827
C 1.66380 -0.05626 1.05138
C -0.14898 0.18576 -1.05326
C 2.08060 -0.23546 -0.26483
C -1.14993 0.59228 3.07374
C 0.42879 0.34908 1.26396
C 1.12543 -0.09595 -1.35665
N 1.47941 -0.42101 -2.60591
S 2.91262 -1.26448 -4.57501
C 1.95424 0.20072 -4.94936
C 2.25940 -1.56070 -2.89518
H -4.79497 0.34122 4.34896
H -3.67985 -1.64006 3.45949
H -3.30536 2.36232 4.96602
H -1.45418 -1.46564 2.42368
H -0.90724 2.30153 4.15186
H -1.62733 0.71477 0.41763
H 2.30150 -0.17669 1.91784
H -0.84842 0.12423 -1.83865
H 3.10640 -0.51168 -0.50670
H 2.62986 1.10933 -5.06590
H 1.18389 0.01733 -5.76224
H 1.52605 -2.36731 -2.92084
H 3.02556 -1.66531 -2.21430
*
```

Values from the calculation:
HOMO-LUMO gap in eV: 9.04
Lowest unoccupied orbital energy in eV: 0.46
Maximum force in eV/Å: 5.47
ΔE to the lowest compared entry with this formula, charge and spin in kJ/mol: 339.39

Atomic partial charges in e from the Mulliken method, atoms 1 to 5: O -0.607; O -0.634; O -0.484; C 0.196; C -0.678

Entry 3:
ORCA calculation (ωB97M-V/def2-TZVPD) on a structure of composition C15H14AsF5O6S4Sb2SeV.

ORCA input file:
```
! RIJCOSX wB97M-V def2-TZVPD def2/J DEFGRID3
* xyz -2 2
V -1.04413 -0.65435 0.00150
O -1.90678 -2.35298 0.09538
As -0.27345 -3.01423 -2.33296
O 0.40965 -3.38154 -3.78192
O 0.52480 -0.94999 -0.18910
C -2.23994 -3.32629 -2.72339
C -2.77616 -4.59909 -2.87502
C -4.13300 -4.77502 -3.10848
C -4.98109 -3.67798 -3.20076
C -4.46983 -2.39842 -3.05038
C -3.11070 -2.25265 -2.81819
S -2.44785 -0.64228 -2.53189
O -2.78573 -0.25076 -1.14849
O -2.94774 0.25833 -3.53316
O -0.96244 -0.86835 -2.60378
H -1.71953 -2.85745 0.88836
H -2.12786 -5.46731 -2.81152
H -4.53696 -5.77546 -3.21770
H -6.03712 -3.82180 -3.39530
H -5.10805 -1.52575 -3.10984
S 1.61046 1.99570 3.57646
Sb -0.49755 1.76575 2.90177
S -0.84674 1.78370 0.12266
S -1.00430 -0.54642 2.35824
C 3.58062 -2.22852 0.33483
Sb 2.14576 -1.44585 1.77687
C 1.22570 -3.39637 1.92277
C 3.40476 -1.80435 3.54592
H 4.17373 -3.04743 0.74850
H 4.24536 -1.44272 -0.02522
H 2.99220 -2.60178 -0.50507
H 1.98774 -4.13757 2.17159
H 0.77934 -3.63860 0.95653
H 0.44754 -3.39358 2.68650
H 3.97206 -2.73800 3.49356
H 2.74086 -1.83022 4.41256
H 4.09414 -0.96659 3.66275
F -5.62568 6.10610 -2.93522
C -4.54689 5.39651 -2.59751
C -3.28400 5.89927 -2.83250
F -3.13940 7.11298 -3.37666
C -2.17742 5.13813 -2.49730
F -0.98188 5.68000 -2.76077
C -2.27930 3.87774 -1.92812
Se -0.65283 2.83926 -1.76807
C -3.56538 3.41610 -1.66489
F -3.77880 2.26068 -1.07543
C -4.68665 4.15738 -2.00362
F -5.90886 3.68156 -1.76321
*
```

Values from the calculation:
HOMO-LUMO gap (alpha / beta) in eV: 5.86 / 5.87
Lowest unoccupied orbital energy (alpha / beta) in eV: 3.93 / 3.94
Maximum force in eV/Å: 1.64
ΔE to the lowest compared entry with this formula, charge and spin in kJ/mol: 142.27

Atomic partial charges in e from the Mulliken method, atoms 1 to 5: V 1.178; O -0.701; As 0.705; O -0.742; O -0.472

Entry 4:
ORCA calculation (ωB97M-V/def2-TZVPD) on an isolated molecule of C15H14BNO5.

ORCA input file:
```
! RIJCOSX wB97M-V def2-TZVPD def2/J DEFGRID3
* xyz 0 1
O 4.89838 -0.33164 2.96845
O 4.88197 -1.79571 4.56600
O 0.46408 0.96442 -1.83196
O 0.04759 0.87500 2.62894
O -1.61430 1.40330 -0.64122
B -0.93810 1.11966 -1.80280
C -2.59061 0.38096 -5.71744
C -1.69157 -0.50077 -5.03100
C -3.00984 1.54146 -5.02880
C 0.91535 -2.49294 3.86214
C 0.11126 -1.43714 3.52838
C -1.23862 -0.11527 -3.79956
C -2.57268 1.86534 -3.75961
C 2.34521 -2.47741 3.96649
C 2.05208 -0.28851 3.04677
C 0.67070 -0.28786 3.08124
C -1.63596 1.03823 -3.17818
C 2.85082 -1.29718 3.55764
N 4.31222 -1.10684 3.70241
C 0.71413 0.80415 -0.41649
C -1.00565 0.74657 1.60066
C -0.54763 1.41403 0.33062
H -2.82123 0.27912 -6.75732
H -1.38462 -1.36037 -5.53255
H -3.82079 2.11812 -5.50739
H 0.44513 -3.41991 4.20437
H -0.96054 -1.50012 3.78219
H -0.45047 -0.65028 -3.36655
H -2.92300 2.73180 -3.21802
H 2.96718 -3.17291 4.49253
H 2.49335 0.60883 2.65522
H 0.98707 -0.24847 -0.18311
H 1.63856 1.24147 -0.12620
H -1.97867 1.12379 2.00097
H -1.22496 -0.26739 1.44466
H -0.38582 2.49449 0.47856
*
```

Values from the calculation:
HOMO-LUMO gap in eV: 8.74
Lowest unoccupied orbital energy in eV: -0.54
Maximum force in eV/Å: 3.54
ΔE to the lowest compared entry with this formula, charge and spin in kJ/mol: 498.66

Atomic partial charges in e from the Mulliken method, atoms 1 to 5: O -0.551; O -0.570; O -0.436; O -0.419; O -0.508

Entry 5:
ORCA calculation (ωB97M-V/def2-TZVPD) on an isolated molecule of C15H14ClNO3.

ORCA input file:
```
! RIJCOSX wB97M-V def2-TZVPD def2/J DEFGRID3
* xyz 0 1
C 0.06686 2.72397 -2.56559
H -0.62733 3.36970 -2.02624
H 1.05275 2.78479 -2.09886
H 0.14147 3.05064 -3.60319
O -0.40411 1.39379 -2.63599
C -0.90316 0.74595 -1.55582
C -1.58088 -0.43042 -1.86153
C -2.13299 -1.23386 -0.87791
C -2.06544 -0.81927 0.44555
C -1.40980 0.35782 0.75754
C -0.76956 1.14101 -0.20744
O -0.05852 2.27663 0.07356
C 0.92251 2.25014 1.10946
C 1.62182 0.92561 1.26079
C 1.82811 0.37826 2.51972
C 2.45592 -0.84709 2.65581
C 2.87386 -1.54267 1.53428
C 2.67603 -1.00042 0.27608
C 2.05991 0.23021 0.14014
H 1.91789 0.64990 -0.84483
H 3.00457 -1.53407 -0.60327
H 3.35527 -2.50346 1.64058
H 2.61242 -1.26233 3.64041
H 1.49426 0.91320 3.39684
H 1.64060 3.02217 0.80465
H 0.47874 2.55915 2.06218
Cl -1.44284 0.84713 2.41754
H -2.55075 -1.36823 1.23703
C -2.82813 -2.48742 -1.29862
O -3.34324 -2.61895 -2.38716
N -2.84630 -3.47458 -0.36845
H -2.31132 -3.42025 0.47855
H -3.26710 -4.35372 -0.61964
H -1.66153 -0.72332 -2.89617
*
```

Values from the calculation:
HOMO-LUMO gap in eV: 9.28
Lowest unoccupied orbital energy in eV: 0.65
Maximum force in eV/Å: 0.59
ΔE to the lowest compared entry with this formula, charge and spin in kJ/mol: 72.88

Atomic partial charges in e from the Mulliken method, atoms 1 to 5: C -0.711; H 0.300; H 0.211; H 0.292; O -0.465

Entry 6:
ORCA calculation (ωB97M-V/def2-TZVPD) on a structure of composition C15H14CoN4O4S6.

ORCA input file:
```
! RIJCOSX wB97M-V def2-TZVPD def2/J DEFGRID3
* xyz -2 2
Co -0.20917 -0.40172 0.23610
S -2.91871 -2.62005 6.57514
C -2.32146 -2.10423 5.10236
S -2.71581 -2.82595 3.60102
C -1.75877 -1.80504 2.56105
C -1.05220 -0.83651 3.18209
S -0.02552 0.31595 2.37982
S -1.23709 -0.78849 4.91855
S -1.76022 -2.02914 0.83371
N -0.40294 -1.24342 -1.72186
C 0.72549 -1.53456 -2.53213
C 1.41467 -2.72964 -2.34501
C 2.53799 -3.00883 -3.10288
C 2.99767 -2.09917 -4.04995
C 2.31090 -0.90806 -4.22965
C 1.17882 -0.62162 -3.47292
S 4.52646 -2.43931 -4.92323
O 5.54633 -2.31036 -3.87913
O 4.61039 -1.41377 -5.95158
O 4.38027 -3.79794 -5.42128
H -0.92263 -2.07286 -1.46388
H -1.01693 -0.53566 -2.10424
H 1.06746 -3.43155 -1.59457
H 3.07670 -3.93773 -2.96194
H 2.67789 -0.20521 -4.96628
H 0.65364 0.31870 -3.59846
N -0.74822 2.35263 -1.21880
C -0.58209 1.35354 -0.65261
N 1.89652 -0.47244 -0.04953
C 2.93477 -0.05756 -0.33048
N 4.10706 0.46050 -0.64952
C 4.89955 1.07876 0.41381
C 5.93602 0.08594 0.91624
O 6.73374 -0.39863 -0.14650
C 5.93618 -1.08509 -1.11688
C 4.90868 -0.15599 -1.72101
H 4.23409 1.40114 1.21371
H 5.39719 1.95434 -0.00993
H 5.42635 -0.74937 1.41670
H 6.60910 0.56224 1.63077
H 5.43088 -1.93216 -0.63353
H 6.59735 -1.46056 -1.89248
H 4.25863 -0.68500 -2.40746
H 5.40193 0.64873 -2.26876
*
```

Values from the calculation:
HOMO-LUMO gap (alpha / beta) in eV: 6.13 / 6.31
Lowest unoccupied orbital energy (alpha / beta) in eV: 4.11 / 4.11
Maximum force in eV/Å: 0.66
ΔE to the lowest compared entry with this formula, charge and spin in kJ/mol: 0.00

Atomic partial charges in e from the Mulliken method, atoms 1 to 5: Co 0.037; S -0.374; C 0.117; S -0.142; C 0.206

Question: Among the records above, which one has the lowest maximum force?
Answer: C15H14ClNO3